[1]
The following is a DFT calculation (ωB97M-V with the def2-TZVPD basis set) of a 4-piece molecular cluster, C3H14O3 overall at a distorted geometry.

XYZ file:
```
20
Properties=species:S:1:pos:R:3
C 0.07 1.13 -0.91
C -1.20 1.06 -1.77
C -2.11 -0.15 -1.56
H 0.75 1.90 -1.35
H 0.55 0.27 -1.02
H -0.30 1.25 0.17
H -0.73 1.07 -2.72
H -1.70 2.05 -1.64
H -2.67 -0.43 -2.47
H -1.53 -1.01 -1.33
H -2.89 0.09 -0.79
O 0.72 -1.70 -0.19
H 0.77 -1.08 0.63
H -0.09 -1.44 -0.80
O 3.02 0.05 1.18
H 2.52 -0.47 0.52
H 3.12 -0.66 1.99
O -0.78 -0.13 2.55
H -0.37 0.09 3.37
H -1.59 0.42 2.59
```

Gap between HOMO and LUMO: 11.489 eV
Lowest unoccupied orbital energy: 0.47 eV
Structure (SMILES): CCC.O.O.O
HOMO level: -11.02 eV
2S+1: 1
Relative energy (zero: lowest compared OMol25 entry of this formula, charge and spin): 182.6 kJ/mol

=====

[2]
The following is a DFT calculation (ωB97M-V with the def2-TZVPD basis set) of a 4-piece molecular cluster, C3H14O3S overall at a distorted geometry.

XYZ file:
```
21
Properties=species:S:1:pos:R:3
C -0.96 1.22 0.88
C 0.41 0.69 1.26
S 1.24 0.04 -0.20
C 3.01 0.19 0.14
H -0.91 1.72 -0.09
H -1.44 1.84 1.62
H -1.67 0.44 0.63
H 0.43 0.04 2.13
H 0.99 1.58 1.54
H 3.33 1.22 0.15
H 3.22 -0.35 1.06
H 3.51 -0.39 -0.62
O -1.06 -3.65 1.13
H -0.23 -3.18 1.05
H -1.17 -3.72 2.09
O -2.46 -2.71 -0.98
H -2.67 -2.65 -0.05
H -2.16 -3.60 -1.18
O -0.32 3.36 -3.61
H -0.05 4.23 -3.95
H -1.02 3.69 -3.03
```

Gap between HOMO and LUMO: 8.996 eV
Lowest unoccupied orbital energy: 0.55 eV
Structure (SMILES): CCSC.O.O.O
HOMO level: -8.44 eV
2S+1: 1
Relative energy (zero: lowest compared OMol25 entry of this formula, charge and spin): 91.5 kJ/mol

=====

[3]
The following is a DFT calculation (ωB97M-V with the def2-TZVPD basis set) of a 4-piece molecular cluster, C3H14O3S overall at a distorted geometry.

XYZ file:
```
21
Properties=species:S:1:pos:R:3
C 0.63 -2.04 1.46
C 0.75 -1.47 0.01
S 0.32 0.30 0.00
C 1.00 0.80 -1.61
H -0.26 -2.64 1.51
H 1.43 -2.76 1.55
H 0.69 -1.25 2.20
H 1.76 -1.62 -0.33
H 0.07 -1.93 -0.68
H 2.00 1.18 -1.57
H 0.26 1.46 -2.05
H 0.91 -0.06 -2.27
O 3.35 -0.30 1.78
H 3.08 0.55 2.13
H 3.75 -0.76 2.53
O -0.99 3.47 -0.27
H -0.41 3.83 0.41
H -0.95 2.52 -0.23
O -5.42 0.24 -1.63
H -5.83 -0.34 -0.97
H -6.14 0.82 -1.94
```

Gap between HOMO and LUMO: 9.119 eV
Lowest unoccupied orbital energy: 0.66 eV
Structure (SMILES): CCSC.O.O.O
HOMO level: -8.46 eV
2S+1: 1
Relative energy (zero: lowest compared OMol25 entry of this formula, charge and spin): 87.0 kJ/mol

=====

[4]
The following is a DFT calculation (ωB97M-V with the def2-TZVPD basis set) of a 4-piece molecular cluster, C3H14O4 overall at a distorted geometry.

XYZ file:
```
21
Properties=species:S:1:pos:R:3
C 0.21 2.05 -0.19
O 0.54 1.71 -1.53
C -0.49 0.83 0.54
C -1.14 1.09 1.91
H 1.18 2.17 0.12
H -0.37 3.00 -0.25
H 0.35 0.79 -1.83
H -1.17 0.55 -0.20
H 0.35 0.01 0.68
H -1.87 0.37 2.28
H -0.45 1.13 2.79
H -1.73 2.04 1.93
H 1.42 -3.45 -0.39
H 1.51 -1.95 -0.25
O 0.86 -2.73 -0.39
H 2.26 -0.11 -2.15
H 3.26 -1.28 -2.02
O 2.55 -0.74 -1.61
H -1.84 -1.36 0.29
H -2.78 -2.33 -0.25
O -2.65 -1.79 0.51
```

Gap between HOMO and LUMO (alpha / beta): 10.397 / 3.853 eV
Lowest unoccupied orbital energy (alpha / beta): -3.94 / -10.48 eV
HOMO level (alpha / beta): -14.34 / -14.33 eV
2S+1: 2
Charge: +1
Relative energy (zero: lowest compared OMol25 entry of this formula, charge and spin): 297.9 kJ/mol

=====

[5]
The following is a DFT calculation (ωB97M-V with the def2-TZVPD basis set) of a 5-piece molecular cluster, C3H14O5 overall at a distorted geometry.

XYZ file:
```
22
Properties=species:S:1:pos:R:3
C 0.46 -1.72 -1.44
C 0.05 -0.31 -1.68
C 0.83 0.69 -1.24
O 0.21 1.87 -1.25
H -0.15 -2.01 -0.47
H -0.04 -2.36 -2.19
H 1.54 -1.74 -1.38
H -0.98 -0.29 -2.16
H 1.81 0.68 -0.91
H 0.64 2.64 -0.82
O 0.37 -0.69 1.73
H 0.64 -0.84 2.59
H -0.53 -0.37 1.67
O 3.11 -1.77 1.29
H 2.39 -2.26 1.93
H 2.65 -0.82 1.43
O -2.47 1.54 -0.57
H -3.22 1.77 -1.12
H -1.64 1.51 -1.13
O -2.07 0.45 2.03
H -1.99 1.24 1.46
H -2.33 -0.25 1.42
```

Gap between HOMO and LUMO: 8.829 eV
Lowest unoccupied orbital energy: 0.46 eV
Structure (SMILES): C/C=C/O.O.O.O.O
HOMO level: -8.37 eV
2S+1: 1
Relative energy (zero: lowest compared OMol25 entry of this formula, charge and spin): 243.2 kJ/mol

=====

[6]
The following is a DFT calculation (ωB97M-V with the def2-TZVPD basis set) of a 5-piece molecular cluster, C3H14O5 overall at a distorted geometry.

XYZ file:
```
22
Properties=species:S:1:pos:R:3
C 2.01 -1.73 0.24
C 1.08 -1.37 1.11
C 1.19 -0.63 2.38
O -0.27 -1.60 0.82
H 2.98 -1.26 0.30
H 1.96 -2.62 -0.39
H 1.05 0.42 2.07
H 0.32 -0.84 2.99
H 2.19 -0.73 2.79
H -0.44 -1.88 -0.08
O -0.54 2.14 -1.92
H -0.03 2.06 -2.72
H -1.17 2.86 -2.00
O -0.97 -0.94 -3.16
H -0.45 -1.74 -3.08
H -1.88 -1.17 -2.97
O 0.50 1.81 0.66
H -0.13 1.69 -0.07
H -0.03 2.26 1.33
O -2.51 1.28 0.26
H -2.83 1.55 1.13
H -2.03 0.42 0.31
```

Gap between HOMO and LUMO: 8.747 eV
Lowest unoccupied orbital energy: 0.40 eV
Structure (SMILES): C=C(C)O.O.O.O.O
HOMO level: -8.35 eV
2S+1: 1
Relative energy (zero: lowest compared OMol25 entry of this formula, charge and spin): 159.5 kJ/mol

=====

[7]
The following is a DFT calculation (ωB97M-V with the def2-TZVPD basis set) of a 6-piece molecular cluster, C3H14O5 overall at a distorted geometry.

XYZ file:
```
22
Properties=species:S:1:pos:R:3
C -2.49 -1.10 -0.16
O 0.25 0.03 1.44
C -2.37 0.25 -0.34
C -2.37 1.26 0.58
H -2.60 -1.58 0.80
H -2.67 -1.71 -1.05
H -0.56 0.48 1.20
H -2.22 0.60 -1.35
H -2.28 2.26 0.18
H -2.71 1.14 1.61
H 3.12 -0.22 0.31
H 2.55 -1.61 -0.14
O 3.32 -1.17 0.27
H 1.49 1.29 -1.00
H 3.23 1.96 0.43
O 2.51 1.31 0.35
H 0.52 -1.47 0.44
H -0.14 -2.48 -0.57
O 0.67 -2.27 -0.10
H 1.04 1.35 -2.48
H 0.96 0.63 1.18
O 0.77 1.05 -1.61
```

Gap between HOMO and LUMO (alpha / beta): 5.610 / 5.469 eV
Lowest unoccupied orbital energy (alpha / beta): -8.31 / -8.31 eV
HOMO level (alpha / beta): -13.92 / -13.78 eV
2S+1: 2
Charge: +1
Relative energy (zero: lowest compared OMol25 entry of this formula, charge and spin): 501.0 kJ/mol

=====

[8]
The following is a DFT calculation (ωB97M-V with the def2-TZVPD basis set) of C3H14OSi3 as an isolated structure at a distorted geometry.

XYZ file:
```
21
Properties=species:S:1:pos:R:3
C -1.08 -0.50 1.21
C -2.58 -0.77 -0.92
C -1.63 0.16 -0.07
O 1.39 1.62 0.60
Si 2.86 0.43 0.66
Si 1.62 -0.54 -1.25
Si -0.14 0.91 -1.00
H -1.21 -1.59 1.08
H -0.05 -0.43 1.38
H -1.64 -0.11 2.07
H -2.23 -1.78 -1.27
H -2.79 -0.33 -1.78
H -3.44 -1.07 -0.46
H -2.39 0.99 0.37
H 1.05 2.07 1.29
H 2.44 -0.41 1.73
H 3.57 1.75 0.50
H 4.19 -0.20 0.34
H 0.77 -1.65 -0.87
H 1.66 -0.94 -2.71
H -0.37 2.41 -0.91
```

Gap between HOMO and LUMO: 7.748 eV
Lowest unoccupied orbital energy: -0.69 eV
HOMO level: -8.44 eV
2S+1: 1
Relative energy (zero: lowest compared OMol25 entry of this formula, charge and spin): 515.2 kJ/mol

=====

[9]
The following is a DFT calculation (ωB97M-V with the def2-TZVPD basis set) of a 3-piece molecular cluster, C3H15N2O2 overall at a distorted geometry.

XYZ file:
```
22
Properties=species:S:1:pos:R:3
N 1.03 -0.08 0.91
C 0.59 -1.03 -0.20
C 1.21 -0.50 -1.48
C -0.95 -1.00 -0.18
N -1.42 -2.31 -0.68
H 0.68 -0.36 1.82
H 0.66 0.88 0.74
H 2.05 -0.05 0.95
H 0.92 -2.03 0.01
H 0.61 0.26 -1.96
H 1.31 -1.31 -2.20
H 2.21 -0.13 -1.31
H -1.31 -0.86 0.84
H -1.22 -0.22 -0.89
H -1.86 -2.82 0.07
H -2.14 -2.16 -1.37
H -2.44 0.78 1.15
H -2.14 2.45 1.23
O -1.87 1.53 1.29
H 1.62 3.04 -0.33
H 1.16 3.29 1.14
O 1.29 2.61 0.47
```

Gap between HOMO and LUMO: 10.394 eV
Lowest unoccupied orbital energy: -2.93 eV
HOMO level: -13.32 eV
2S+1: 1
Charge: +1
Relative energy (zero: lowest compared OMol25 entry of this formula, charge and spin): 65.3 kJ/mol

=====

[10]
The following is a DFT calculation (ωB97M-V with the def2-TZVPD basis set) of a 3-piece molecular cluster, C3H15N2O2 overall at a distorted geometry.

XYZ file:
```
22
Properties=species:S:1:pos:R:3
N 0.27 -0.20 -0.58
C -0.07 -1.60 -0.09
C -0.90 -2.33 -1.13
C -0.82 -1.53 1.24
N 0.13 -1.52 2.35
H -0.15 -0.05 -1.49
H 1.26 0.01 -0.64
H -0.12 0.47 0.09
H 0.88 -2.10 0.10
H -1.88 -1.85 -1.28
H -1.24 -3.29 -0.80
H -0.33 -2.38 -2.06
H -1.50 -0.66 1.30
H -1.48 -2.36 1.47
H 0.97 -0.99 2.22
H -0.09 -2.03 3.18
H -0.43 4.84 -0.69
H 0.87 5.39 -1.32
O 0.47 4.60 -0.95
H 1.76 2.49 0.34
H 1.15 2.97 -0.87
O 1.26 2.11 -0.40
```

Gap between HOMO and LUMO: 9.605 eV
Lowest unoccupied orbital energy: -2.88 eV
HOMO level: -12.49 eV
2S+1: 1
Charge: +1
Relative energy (zero: lowest compared OMol25 entry of this formula, charge and spin): 78.2 kJ/mol

=====

[11]
The following is a DFT calculation (ωB97M-V with the def2-TZVPD basis set) of a 2-piece molecular cluster, C3H15N2Si2 overall at a distorted geometry.

XYZ file:
```
22
Properties=species:S:1:pos:R:3
C -1.15 -1.11 0.14
C -3.20 0.33 0.00
C -0.94 1.24 -0.45
N 2.69 0.24 -0.49
N -1.70 0.27 0.35
Si 3.27 -1.36 -0.07
Si 1.85 1.40 0.43
H -1.75 -1.64 -0.69
H -0.14 -1.00 -0.30
H -1.04 -1.91 0.98
H -3.30 0.19 -1.06
H -3.81 -0.38 0.58
H -3.45 1.33 0.20
H -1.16 0.99 -1.44
H -1.35 2.15 -0.22
H 2.95 0.78 -1.38
H -1.53 0.48 1.31
H 2.80 -2.31 -1.07
H 4.72 -1.28 -0.08
H 2.51 -1.49 1.22
H 2.46 2.65 0.62
H 1.27 0.44 1.44
```

Gap between HOMO and LUMO (alpha / beta): 6.478 / 6.995 eV
Lowest unoccupied orbital energy (alpha / beta): -2.94 / -6.09 eV
HOMO level (alpha / beta): -9.41 / -13.08 eV
2S+1: 3
Charge: +1